Record 1
Below is a molecular structure, C22H50N3O12S, with properties calculated with ωB97M-V/def2-TZVPD.

Structure (XYZ):
```
88
Properties=species:S:1:pos:R:3:mulliken_charge:R:1
C 6.74859 3.32179 3.39702 -0.81
C -2.11223 -3.08595 0.11309 -1.50
H -5.90512 0.04188 -0.32697 0.25
H -2.82515 -2.26202 0.21776 0.34
C 3.56594 -0.06959 -5.42753 -0.58
H 6.87490 1.70073 1.42002 0.06
C 8.43345 2.17515 0.21665 -0.80
H 2.14981 0.17670 -1.04777 0.35
H 4.39579 1.06218 -3.29697 0.29
H 3.78897 0.07646 -6.48533 0.28
H 5.43678 3.71204 -0.22499 0.32
H 7.16098 4.18494 1.50575 0.18
H -10.20155 -0.70578 1.38403 0.24
H 3.09010 0.83546 -5.03948 0.26
C 4.85287 0.07122 -3.41433 -0.22
H 6.76054 4.28102 3.92296 0.39
H 7.56894 3.97984 -0.67219 0.33
C 5.36858 2.68834 -0.60417 -0.55
H 5.17757 2.01141 0.23374 0.17
H -1.12232 -2.66151 -0.07816 0.26
H -9.52057 2.26909 3.83828 0.39
C 2.02312 -0.04315 -2.11429 -0.16
H -2.08607 -3.65118 1.04531 0.36
H -5.00331 -0.72770 3.97448 0.38
H 4.55158 -0.60818 -1.41633 0.40
C 7.73444 2.92178 -0.91346 -0.48
O 0.32233 -0.37712 -3.79166 -0.40
H 2.29890 0.86424 -2.67483 0.13
H 7.14086 2.55723 4.07501 0.40
H 0.22271 -1.22092 -1.89938 0.25
H 8.39972 2.89528 -1.78065 0.37
H -0.38666 -1.55246 -5.28569 0.30
H -7.19960 2.13397 3.04859 0.19
H -3.67153 0.90749 2.77586 0.35
H 0.71031 -2.40632 -4.17584 0.28
H -9.41198 0.62532 4.49167 0.40
H -7.34398 2.00808 4.80865 0.37
O -0.71629 -5.42160 -0.83218 -0.75
O 6.52537 2.32613 -1.33384 -0.31
O -4.69120 -4.86167 -1.59105 -0.39
H 5.91406 0.19063 -3.18314 0.26
C 4.28008 -0.93831 -2.42647 -0.78
H -5.05181 0.86602 4.71527 0.43
H -3.20611 -6.07677 -0.84021 0.39
C -6.11054 0.29935 0.71036 -0.58
H 5.12640 1.56013 4.48754 0.34
H 5.42775 0.95604 2.84340 0.30
N 2.84795 -1.19151 -2.44970 -0.26
H 8.60330 3.80511 2.45905 0.38
C -3.56974 -5.05983 -0.69813 -0.56
O -3.19125 -3.16367 -2.09766 -0.25
C -1.22433 -4.64316 -1.66136 0.05
O -5.13911 -2.62767 -0.67884 -0.46
C -5.39226 0.28548 3.85012 -0.80
O -9.36694 0.81109 2.42594 -0.35
H 2.85855 -0.89826 -5.34146 0.22
O -4.92248 0.07236 1.44640 -0.30
H 4.78876 -1.89121 -2.59532 0.34
H 9.43347 2.60434 0.34385 0.42
C -2.50213 -3.98516 -1.05357 1.54
H -3.90278 -4.95397 0.34035 0.21
H -0.93683 -2.04417 -3.66886 0.05
N 7.78236 2.13760 1.52039 -0.29
H 4.51924 2.62113 -1.28455 0.22
H -5.07928 1.89680 2.40184 0.34
C -7.53692 1.48249 3.86728 -0.20
H -7.16632 -0.36592 3.12622 0.08
C -4.74965 0.86673 2.59573 -0.49
H 8.57159 1.14158 -0.10960 0.38
H -10.68836 -0.64695 3.09060 0.34
H -0.02342 0.53298 -1.99954 0.39
H 3.87724 1.72107 3.23794 0.25
C -0.09107 -1.66493 -4.24296 -0.38
H -6.41300 1.35010 0.77022 0.34
C 4.94886 1.75150 3.42457 -0.71
S -4.72365 -3.30152 -1.87510 1.09
O -5.41264 -3.04704 -3.09648 -0.65
H -9.07635 -1.24886 2.64092 0.30
O -0.89083 -4.31145 -2.79181 -0.68
C -9.85140 -0.51482 2.39660 -0.71
O 4.79040 -0.33429 -4.76922 -0.47
N -6.84786 0.20281 3.90072 -0.31
C 7.61746 3.43144 2.16350 -0.20
H -6.93396 -0.33579 1.04960 0.16
H 2.57954 -1.54433 -3.35946 0.11
C 0.55889 -0.30615 -2.39625 -0.64
C -9.03093 1.29808 3.71637 -0.80
O 5.40049 3.03824 3.05309 -0.35
```

Properties
Total charge: -1

Record 2
Below is a molecular structure, C43H43N11O2S3Ti, with properties calculated with ωB97M-V/def2-TZVPD.

Structure (XYZ):
```
103
Properties=species:S:1:pos:R:3:mulliken_charge:R:1
H -3.98785 4.07011 1.15641 0.51
H 3.79735 3.21146 1.53021 0.55
H -4.24062 -7.05932 -0.21206 0.43
C -2.75224 -6.82924 -3.69809 -0.45
H 3.67763 -6.09188 0.03841 0.43
C 2.18010 -4.65854 0.58636 -1.03
C 2.89342 0.36106 -3.57965 -1.32
H -3.77506 -4.94285 -3.92028 0.49
N 0.57848 -2.32338 -2.52263 -0.49
O 0.93448 2.00553 0.93114 0.21
H 5.20380 -4.37686 -0.88899 0.46
H -0.65884 0.95172 2.68845 0.15
C 0.95602 1.34476 -2.63549 -0.27
H -3.51518 0.75353 2.11840 0.15
C 4.46124 3.06313 3.56789 -0.84
H -2.73187 1.01027 3.65634 0.51
C -1.76162 -2.69079 -0.08832 -1.49
C 2.73423 3.07999 5.25892 -0.80
H -3.73688 2.48838 0.47516 0.11
H -0.51349 3.29649 -0.91746 0.11
H -1.97586 3.29249 2.81292 0.11
C 2.61240 -2.36847 -0.02999 0.49
N -2.46869 -7.89088 -2.94888 -0.58
H -2.50143 4.56292 -0.51514 0.54
H -1.48470 -0.29943 2.11108 0.45
H -2.12566 -4.58471 -0.99646 0.43
H 4.58098 -2.02469 -0.85016 0.43
H 1.64900 1.80287 -4.60118 0.62
H 1.90582 -0.53721 4.34668 0.23
C -2.17983 -0.19024 -2.37902 -0.11
C -3.56193 -5.78334 -3.27379 -0.01
C 1.82392 1.23796 -3.69703 -1.51
H 0.71517 3.21875 4.52669 0.48
C -3.94087 -3.44022 -0.73060 1.27
C -2.86701 2.77300 2.44785 -0.49
N -1.41787 0.72053 2.05041 -0.08
N -2.19473 -1.51941 0.38283 0.37
C -4.41197 -2.21301 -0.24020 -1.49
N 2.57243 -0.22844 3.65650 -0.23
H 3.13959 4.85226 -2.29905 0.49
N -1.30657 2.82516 -0.48142 -0.56
H 4.82965 2.97111 5.67876 0.45
N -3.34074 0.41407 -2.72766 -0.34
N -3.30949 -2.40600 -4.74189 -0.62
H -0.69728 -2.85450 -0.05985 0.45
H -3.81269 0.96202 -2.02891 0.18
C -4.08923 -5.85670 -1.99369 0.04
S 3.39943 -0.02341 1.10357 -0.38
C 3.50739 3.15925 2.57130 -0.41
H 1.53226 -5.38997 1.05130 0.49
H -5.46740 -1.97439 -0.27075 0.50
N 1.12748 0.66877 -1.48956 1.64
H 0.89181 -3.02421 1.05895 0.46
C -0.45197 -1.86443 -2.75720 0.10
O -1.51695 0.38900 -1.41271 0.76
H -2.31847 -6.81270 -4.69117 0.40
H 2.31444 3.09208 -0.74352 0.53
H 0.72437 6.14209 1.83044 0.49
C -3.52060 -1.31221 0.28813 -0.33
N 1.02024 -0.66039 1.98899 -1.10
C 1.80089 -3.32352 0.56427 0.18
C 2.39751 6.46942 -1.09975 -0.66
S 0.87003 3.30604 1.74645 0.47
H 5.51083 3.03758 3.30716 0.46
H -2.77121 -8.83859 -1.15125 0.39
C -1.71975 -1.30346 -3.04804 0.81
H 0.07761 1.97317 -2.70129 0.36
C 3.05366 -0.36393 -2.41415 -0.07
C 4.23618 -4.09067 -0.49962 -1.18
C -3.24173 3.28248 1.04723 -0.67
C 3.86208 -2.75830 -0.50903 -0.42
C 2.16613 3.20314 2.93821 0.53
H -3.89155 -0.36045 0.65052 0.27
H 3.84146 -1.09280 -2.33627 0.42
C 4.07402 3.02646 4.90629 -0.58
C -2.57282 -3.66813 -0.63747 -0.59
C 2.22442 -0.34353 2.36402 0.28
H -3.66608 3.04679 3.13832 0.56
H 3.54422 -0.28208 3.91034 0.28
H 2.44214 3.06639 6.29997 0.47
C 2.20275 -0.90027 -0.04206 1.25
S -5.12268 -4.54502 -1.37753 -0.20
C 2.60945 5.12964 -1.39768 -0.97
H 3.58255 0.22263 -4.40181 0.51
N 0.92167 -0.63086 0.59193 1.77
C 1.76618 3.16550 4.26752 -0.46
H 2.75886 7.23319 -1.77490 0.44
C 1.25373 5.86420 0.92616 -0.64
C 2.15141 4.14238 -0.53601 0.24
C 1.48277 4.53003 0.61675 0.45
H -1.43787 4.44230 0.86679 0.28
C -3.82405 -6.96551 -1.20560 -0.02
Ti -0.37406 0.64995 0.08875 0.01
H -1.87082 2.48658 -1.25503 0.30
C -2.10261 3.86520 0.22406 -0.60
C 3.38500 -5.05091 0.02990 -0.59
C -2.68858 1.27327 2.59769 -0.75
H -3.92538 -0.02801 -3.42201 0.28
C -3.00530 -7.95565 -1.73449 -0.37
C -2.56717 -1.93949 -3.99579 -1.04
C 2.15669 -0.18388 -1.37480 -0.41
H 1.55859 7.88228 0.28282 0.47
C 1.72330 6.83752 0.05813 -0.83
```

Properties
Total charge: +2
Energy above the lowest of the compared OMol25 structures with the same formula, charge and spin: 20.2 kcal per mole

Record 3
Below is 2 unconnected molecules or ions with the total composition C31H37BO4S2 at a distorted geometry, with properties calculated with ωB97M-V/def2-TZVPD.

Structure (XYZ):
```
75
Properties=species:S:1:pos:R:3:mulliken_charge:R:1
H 1.96789 2.92439 1.93064 0.43
H -3.98534 -1.85260 -2.08335 0.42
C 0.52039 -0.38135 -1.51829 1.24
H -3.33931 0.04853 1.02276 0.19
H -1.43619 -4.33815 1.53637 0.46
H -1.34941 0.78346 3.48400 0.36
H -0.53670 -2.33107 2.34884 0.49
H -1.38460 2.67858 -0.88653 0.50
H 2.44975 0.57856 1.41623 0.64
C 2.05248 7.21476 -0.13032 -0.82
C -2.11451 -3.96944 -5.68546 -1.23
H 3.65613 -1.83630 6.75984 0.24
H -2.46015 -4.44195 0.08143 0.36
H 2.13614 5.32558 1.51245 0.34
H -2.11862 -1.48362 2.52673 0.43
C 1.92460 1.40725 -2.62625 0.68
H -0.06746 -5.19092 -4.03372 0.33
O -0.59230 -2.46678 -0.24692 -0.39
C 0.21890 2.60628 0.63698 0.96
C 1.86040 -0.68485 -1.54170 -1.54
C -0.13612 1.33620 1.13259 0.61
C 2.46302 -0.09826 3.43441 -0.36
H -4.27224 -1.48158 1.27025 0.28
H -1.89019 -5.02476 -5.83967 0.35
H -4.30090 -3.06239 -0.82936 0.38
H 2.15294 3.53507 -3.01565 0.21
C -0.59287 3.23524 -0.36913 -0.37
H 2.16467 7.43556 0.93935 0.31
H 2.13272 2.46937 -4.45790 0.26
C -1.31308 -1.75027 1.83135 -1.07
C 0.27883 -0.11026 4.56560 -0.74
C 2.46614 2.55291 -3.40895 -1.27
C -2.21721 -3.83297 0.95439 -2.01
C -2.79356 -1.58849 -0.30440 2.06
S -1.61803 -1.91081 -3.83429 -0.24
H 2.85148 6.53495 -0.44655 0.39
C 3.56942 -1.31464 5.80566 -0.82
H -1.81406 -3.39075 -6.56930 0.25
C -0.39089 -4.18407 -3.76612 -0.79
H -0.78906 -0.85321 1.51055 -0.71
C -3.80910 -0.81204 0.52918 -1.78
C -1.36679 -3.51882 -4.48879 0.65
C 0.49135 0.79646 2.31945 -0.16
C -1.75173 -2.44716 0.56551 1.60
O 2.15480 -1.02119 5.68741 -0.44
O -1.95683 -0.64917 -0.99183 -0.82
S 0.23706 1.16594 -2.26690 -0.25
H 3.88646 -1.96471 4.98133 0.34
H 0.90466 -3.80657 -2.00372 0.39
H -1.17808 5.14410 -1.21865 0.45
C 1.85849 0.44296 2.31853 -0.63
H 2.24773 -1.62479 -1.16325 0.57
H 4.20382 -0.41571 5.82189 0.32
C 0.11336 -3.42129 -2.65042 -0.78
C 0.58229 5.31749 -0.00804 0.79
H 2.07578 8.13863 -0.70657 0.25
H -3.11283 -3.71879 1.58020 0.33
C -3.51015 -2.47340 -1.31528 -2.01
H -1.15134 1.02128 0.90780 -0.12
H -3.18873 -3.84805 -5.50704 0.27
H 3.72464 0.21304 -2.41235 0.32
H 3.56678 2.48585 -3.38888 0.37
C 1.66665 -0.42976 4.55972 0.81
C 1.28772 3.35982 1.20030 -0.59
C 1.42636 4.70562 0.94740 -0.75
H -2.82242 -3.17507 -1.80559 0.33
C 2.65112 0.30302 -2.21310 -0.92
H 3.54616 -0.25890 3.45892 0.38
C -0.55231 -2.21429 -2.50335 0.14
H -4.59118 -0.43599 -0.14173 0.46
C -0.47953 4.58173 -0.59857 -1.05
O 0.77719 6.60216 -0.43158 -0.42
C -0.28532 0.52377 3.48546 -0.47
H -0.29275 -0.34399 5.46688 0.43
B -0.70647 -1.30937 -1.12094 1.17
```

Record 4
Below is a molecular structure, C17H21BBaN6O3S at a distorted geometry, with properties calculated with ωB97M-V/def2-TZVPD.

Structure (XYZ):
```
50
Properties=species:S:1:pos:R:3:mulliken_charge:R:1
C -2.16910 -2.83760 1.57300 -0.79
C -1.29830 0.16240 -4.66350 -0.22
O 1.58410 -1.07730 2.98180 -0.74
C 3.22580 -1.89140 -2.29100 -0.97
S 0.20460 -1.04480 3.65530 1.60
H 0.56850 5.07580 -1.09120 0.37
H -0.78410 0.53030 -5.55170 0.39
N -0.68150 0.17350 -3.44380 0.33
C 0.52920 3.99500 -1.21560 -1.09
C 0.77360 3.26160 -2.37740 -0.07
H 4.06020 -2.56880 -2.46590 0.37
H 0.24300 1.65300 4.64950 0.39
C -2.57010 -0.37340 -4.49330 -0.79
H 1.03930 3.57950 -3.38440 0.43
C 0.29750 0.68330 7.91180 0.93
C 2.47960 -1.72700 -1.10850 -0.22
H -3.32980 -0.53830 -5.25730 0.36
H 0.31690 -2.32220 6.30050 0.44
C 0.27850 1.52970 6.79330 -0.85
C -2.63570 -0.66560 -3.10910 -0.33
C 2.66760 -0.97920 -3.18620 -0.10
H -3.45800 -1.10760 -2.54170 0.42
N 0.62330 1.94140 -2.10590 -0.11
N 0.28690 1.80360 -0.79420 -0.20
H -0.02740 3.13810 0.81350 0.51
Ba 0.00000 0.00000 0.00000 1.72
H 2.58180 -2.22160 -0.14220 0.52
B 0.70930 0.75460 -3.13630 0.21
N 1.65390 -0.32930 -2.55960 0.12
C 0.28280 1.25270 9.29860 -1.27
H 1.19130 0.92860 9.84740 0.31
H 2.91540 -0.74210 -4.22000 0.42
H 1.19160 1.21250 -4.15050 -0.14
H -2.79770 -3.27160 0.78180 0.31
N -1.49830 -0.33620 -2.48280 -0.50
H -2.24150 -1.73470 1.53020 0.06
H -1.13160 -3.35120 1.38350 0.17
C 0.28670 -0.39790 5.32120 -0.19
N 1.53420 -0.78610 -1.28920 -0.45
H 0.25690 2.36340 9.28230 0.32
H 0.33290 -1.37370 8.57880 0.37
H -0.61900 0.89150 9.83760 0.31
O -0.26310 -2.50090 3.59130 -0.70
H -2.44170 -3.19900 2.57320 0.27
C 0.31400 -1.24790 6.43280 -0.35
O -0.79740 -0.08280 2.63570 -0.79
C 0.27170 0.98960 5.50640 -0.29
H 0.25790 2.60610 6.91310 0.27
C 0.22460 3.03250 -0.24010 -0.06
C 0.32110 -0.70840 7.72500 -0.67
```

Properties
Energy above the lowest of the compared OMol25 structures with the same formula, charge and spin: 77.8 kcal per mole

Result set for orbital gap: 7.487, 6.503, 3.515, 8.721 eV, one per record in the order listed.
Result set for E_LUMO: 0.0802, -0.2313, -0.0915, 0.0096 hartree, one per record in the order listed.
Result set for E_HOMO: -5.30, -12.80, -6.00, -8.46 eV, one per record in the order listed.